Version 1
# C5H15N2

The ion C5H15N2 with charge +2 (ωB97M-V/def2-TZVPD, OMol25).

The value obtained for the highest occupied orbital energy (spin up / spin down) is -20.40 / -20.48 eV. As for the charge: +2. As for the expectation value of S²: 0.75. Its spin multiplicity is 2.

Each line ends with the Mulliken charge.
Element x y z (Å)
N (1.74, -1.33, 0.90)  -0.2096
C (2.11, -0.76, -0.47)  -0.5793
C (0.87, -0.61, -1.41)  -0.4374
N (-0.39, -0.38, -0.66)  -0.1417
C (-0.99, 0.68, 1.53)  -1.2455
C (-0.90, 0.84, 0.01)  0.6808
C (-2.23, 1.21, -0.61)  -1.6689
H (2.28, -2.14, 1.17)  0.3812
H (0.77, -1.41, 0.97)  0.2872
H (1.98, -0.61, 1.60)  0.3856
H (2.57, 0.23, -0.34)  0.3371
H (2.87, -1.39, -0.91)  0.4086
H (0.98, 0.19, -2.15)  0.3589
H (0.66, -1.54, -1.89)  0.4292
H (-1.16, -0.76, -1.24)  0.3746
H (-0.97, 1.70, 1.94)  0.3882
H (-2.01, 0.44, 1.83)  0.3317
H (-0.22, 0.18, 2.10)  0.3615
H (-0.15, 1.62, -0.22)  0.1952
H (-2.97, 0.48, -0.28)  0.5199
H (-2.27, 1.22, -1.69)  0.4529
H (-2.57, 2.16, -0.19)  0.3898

=====

Version 2
# C5H15N2

A cluster of 2 separate species, C5H15N2 in total (ωB97M-V/def2-TZVPD, OMol25).

The value obtained for the highest occupied orbital energy (spin up / spin down) is -19.58 / -19.58 eV. As for the charge: +2. As for the expectation value of S²: 0.76. Its spin multiplicity is 2.

Each line ends with the Mulliken charge.
Element x y z (Å)
C (1.51, 2.08, 1.62)  -1.4709
C (0.37, 1.42, 0.82)  0.5092
C (-0.58, 2.40, 0.14)  -1.3400
N (1.06, 0.47, -0.16)  -0.0628
H (2.10, 1.33, 2.14)  0.4178
H (2.16, 2.60, 0.90)  0.4197
H (1.13, 2.88, 2.26)  0.3962
H (-0.17, 0.79, 1.54)  0.1690
H (0.01, 3.16, -0.39)  0.3877
H (-1.14, 2.94, 0.91)  0.3915
H (-1.23, 1.94, -0.60)  0.3939
H (2.01, 0.21, 0.11)  0.4025
H (0.47, -0.38, -0.29)  0.1744
H (1.12, 0.87, -1.10)  0.4791
C (-0.74, -2.29, -2.00)  -0.8512
C (-1.24, -2.56, 0.32)  -0.1006
N (-0.66, -1.92, -0.59)  -0.0056
H (-0.82, -1.42, -2.67)  0.3385
H (-1.60, -2.96, -2.18)  0.3858
H (0.16, -2.84, -2.33)  0.3607
H (-1.11, -2.28, 1.37)  0.2918
H (-1.89, -3.42, 0.13)  0.3133

=====

Version 3
# C5H15N2

The ion C5H15N2 with charge +2 (ωB97M-V/def2-TZVPD, OMol25).

The value obtained for the highest occupied orbital energy (spin up / spin down) is -19.79 / -20.82 eV. As for the charge: +2. As for the expectation value of S²: 0.75. Its spin multiplicity is 2.

Each line ends with the Mulliken charge.
Element x y z (Å)
C (0.42, -1.98, -0.30)  -0.6129
C (-0.04, -1.12, 0.89)  -0.3361
C (0.88, 0.03, 1.34)  -0.6943
C (0.94, 1.40, 0.53)  -0.5804
N (-0.32, 2.06, 0.46)  0.1388
C (-1.32, 1.83, -0.52)  -0.7660
N (-0.04, -1.42, -1.64)  -0.3037
H (-0.11, -2.93, -0.27)  0.3855
H (1.50, -2.13, -0.32)  0.3918
H (-1.01, -0.66, 0.70)  0.1182
H (-0.23, -1.78, 1.73)  0.3438
H (1.92, -0.29, 1.24)  0.3363
H (0.77, 0.26, 2.39)  0.4666
H (1.37, 1.22, -0.43)  0.3965
H (1.58, 1.97, 1.18)  0.3173
H (-0.76, 2.06, 1.39)  0.3738
H (-1.93, 2.71, -0.70)  0.3347
H (-1.99, 1.00, -0.26)  0.3300
H (-0.92, 1.63, -1.49)  0.3315
H (-1.02, -1.22, -1.50)  0.3639
H (-0.08, -2.08, -2.43)  0.3824
H (0.37, -0.55, -1.97)  0.2823

=====

Version 4
# C5H15N2

The ion C5H15N2 with charge +2 (ωB97M-V/def2-TZVPD, OMol25).

The value obtained for the highest occupied orbital energy (spin up / spin down) is -19.91 / -20.46 eV. As for the charge: +2. As for the expectation value of S²: 0.75. Its spin multiplicity is 2.

Each line ends with the Mulliken charge.
Element x y z (Å)
N (0.81, -1.63, -1.68)  -0.2105
C (-0.16, -0.54, -2.00)  -0.5798
C (0.03, 0.81, -1.20)  -0.5848
N (0.58, 0.68, 0.11)  -0.0695
C (0.42, 0.97, 2.49)  -1.8414
C (-0.07, 0.15, 1.31)  0.8455
C (-1.58, -0.08, 1.18)  -1.1959
H (1.72, -1.46, -2.12)  0.3988
H (0.99, -1.69, -0.68)  0.2554
H (0.47, -2.56, -1.94)  0.3949
H (-1.20, -0.84, -1.85)  0.3689
H (-0.04, -0.30, -3.06)  0.3723
H (-0.97, 1.24, -1.18)  0.3483
H (0.65, 1.50, -1.78)  0.5120
H (1.26, 1.38, 0.43)  0.3303
H (0.20, 0.50, 3.46)  0.4240
H (0.02, 1.98, 2.56)  0.4592
H (1.51, 0.98, 2.56)  0.5395
H (0.41, -0.85, 1.46)  0.1455
H (-1.96, 0.58, 0.44)  0.3415
H (-1.83, -1.10, 0.90)  0.3445
H (-2.10, 0.10, 2.13)  0.4014

=====

Of them, the most stable is version 3 and the least stable is version 2.

=====

Version 1
# C8H19N2O

A cluster of 2 separate species, C8H19N2O in total (ωB97M-V/def2-TZVPD, OMol25).

The value obtained for the highest occupied orbital energy is -11.47 eV. As for the charge: +1. Its spin multiplicity is 1.

Each line ends with the Mulliken charge.
Element x y z (Å)
C (1.72, 1.19, 1.36)  -0.8666
C (-0.31, -0.28, 0.60)  -0.1965
C (3.49, -0.62, -1.14)  -1.2370
C (-4.28, -0.16, 0.06)  -1.1531
C (2.75, 0.95, 0.53)  -0.4182
C (-0.95, -1.60, 0.58)  -0.4571
C (3.83, -0.06, 0.34)  -0.4323
C (-2.80, 0.05, -0.26)  -0.0828
N (-0.07, 0.30, -0.74)  -0.1013
N (-1.82, -0.43, 0.80)  0.1409
O (-2.56, 1.36, -0.72)  -0.5480
H (1.63, 0.62, 2.34)  0.2354
H (3.14, 0.09, -1.88)  0.3627
H (4.35, -1.10, -1.57)  0.4028
H (2.90, -1.48, -1.14)  0.3031
H (-4.45, 0.26, 1.01)  0.4243
H (-4.90, 0.52, -0.69)  0.3093
H (-4.41, -1.29, 0.00)  0.3262
H (2.94, 1.64, -0.19)  0.5770
H (1.12, 2.02, 1.33)  0.4403
H (-1.26, -2.06, -0.29)  0.3121
H (-0.93, -2.32, 1.47)  0.2480
H (4.77, 0.30, 0.25)  0.3270
H (3.70, -0.74, 1.18)  0.3411
H (-2.65, -0.51, -1.09)  0.3986
H (0.96, 0.54, -0.82)  -0.0371
H (-0.05, -0.28, -1.53)  0.3778
H (-2.29, -0.18, 1.65)  0.3228
H (-0.65, 1.04, -1.01)  0.3626
H (-2.91, 2.19, -0.40)  0.3180

=====

Version 2
# C8H19N2O

A cluster of 2 separate species, C8H19N2O in total (ωB97M-V/def2-TZVPD, OMol25).

The value obtained for the highest occupied orbital energy is -11.29 eV. As for the charge: +1. Its spin multiplicity is 1.

Each line ends with the Mulliken charge.
Element x y z (Å)
C (-2.14, 2.08, -0.70)  -0.9471
C (-1.47, 0.94, -0.73)  0.0851
C (1.52, 2.18, -0.50)  -1.0424
C (0.80, 1.12, 1.49)  -0.5371
C (1.72, -2.37, 0.74)  -0.7904
C (0.36, -2.20, -1.37)  -0.9170
C (-2.53, -0.14, 1.06)  -0.8789
C (1.34, -0.14, -0.45)  -0.8852
N (1.19, 0.97, 0.31)  0.2724
N (0.82, -1.49, -0.12)  0.3594
O (-1.55, -0.16, 0.06)  -0.2890
H (-2.80, 2.41, 0.15)  0.2393
H (-2.06, 2.86, -1.36)  0.3973
H (0.62, 2.77, -0.62)  0.3702
H (2.20, 2.72, 0.09)  0.4849
H (2.05, 1.79, -1.39)  0.2797
H (-0.80, 0.79, -1.52)  0.4681
H (0.46, 0.24, 1.98)  0.3738
H (0.38, 1.98, 1.96)  0.3259
H (1.04, -3.00, 1.32)  0.3847
H (2.34, -2.94, 0.12)  0.3334
H (2.33, -1.93, 1.51)  0.3239
H (-0.21, -3.10, -1.16)  0.3507
H (-0.25, -1.51, -1.99)  0.2662
H (1.30, -2.37, -1.88)  0.4999
H (-3.63, 0.16, 0.70)  0.2822
H (-2.20, 0.66, 1.75)  0.3871
H (-2.48, -1.20, 1.51)  0.2385
H (1.70, 0.04, -1.46)  0.2358
H (-0.04, -1.14, 0.50)  0.3285

=====

Of them, the most stable is version 2 and the least stable is version 1.